ORCA calculation (wB97M-V/def2-TZVPD) on a 2-piece molecular cluster, C6H6Br2N4 overall in a non-equilibrium geometry.

Cartesian coordinates (Å):
C1 -4.8952 -0.9815 1.0009
C2 -4.4330 -2.0015 0.1051
C3 -2.9259 0.1726 1.0469
C4 -2.5250 -0.8594 0.1426
C5 1.2080 -0.5079 -0.5514
C6 3.6261 -0.4625 -0.7758
N1 -4.1483 0.0020 1.3239
N2 2.4024 -0.7235 -0.7873
N3 -3.2038 -1.8269 -0.1556
N4 4.4591 -0.4180 -2.0671
Br1 0.0522 -1.9195 -0.3481
Br2 4.6186 -0.3598 0.8414
H1 -5.9226 -1.1119 1.3034
H2 -4.9730 -2.7223 -0.3456
H3 -2.3756 1.0988 1.2726
H4 4.9955 0.5228 -2.1293
H5 3.6817 -0.5851 -2.8236
H6 5.2138 -1.0321 -1.8137

Calculated values
HOMO, Eh: -0.578
Lowest unoccupied orbital energy, eV: -8.705
Maximum force, eV/A: 4.58
Total charge: +2
Relative energy (zero: lowest compared OMol25 entry of this formula, charge and spin), eV: 3.378
Calculated total energy, eV: -152340.814
HOMO-LUMO gap, eV: 7.0

Here is what Mulliken gives for the atomic charges, in e: atom 1 (C): -0.125, atom 2 (C): -0.224, atom 3 (C): -0.220, atom 4 (C): 0.523, atom 5 (C): 0.022, atom 6 (C): 0.226, atom 7 (N): -0.197, atom 8 (N): -0.036, atom 9 (N): -0.130, atom 10 (N): -0.347, atom 11 (Br): 0.043, atom 12 (Br): 0.042, atom 13 (H): 0.385, atom 14 (H): 0.506, atom 15 (H): 0.369, atom 16 (H): 0.407, atom 17 (H): 0.380, atom 18 (H): 0.378

=====

ORCA calculation (wB97M-V/def2-TZVPD) on a 2-piece molecular cluster, C10H25NO2P overall.

Cartesian coordinates (Å):
C1 3.5528 -2.4618 -1.2401
O1 3.6117 -1.3926 -2.1623
C2 2.4569 -1.1112 -2.9153
C3 1.6830 0.0909 -2.3695
C4 1.4531 0.0802 -0.8613
C5 0.5084 -0.9989 -0.3382
C6 -0.9616 -0.5489 -0.3487
P1 -1.7291 -0.5466 -1.9624
C7 -3.4987 -0.7615 -1.9074
H1 4.4412 -3.0787 -1.3725
H2 2.6718 -3.0891 -1.4090
H3 3.5328 -2.0948 -0.2102
H4 1.8230 -2.0061 -2.9918
H5 2.7914 -0.8759 -3.9277
H6 0.7387 0.1668 -2.9279
H7 2.2382 0.9956 -2.6234
H8 1.0601 1.0427 -0.5328
H9 2.4253 -0.0187 -0.3790
H10 0.7335 -1.2182 0.7058
H11 0.6298 -1.9408 -0.8812
H12 -1.5823 -1.2010 0.2727
H13 -1.0267 0.4707 0.0467
H14 -1.1681 -1.5516 -2.7486
H15 -1.4741 0.6438 -2.6358
H16 -3.7395 -1.7273 -1.4647
H17 -3.9201 0.0333 -1.2907
H18 -3.9177 -0.6995 -2.9106
C8 0.0070 2.4462 2.5622
O2 0.2847 1.9527 1.4768
N1 -0.9892 2.0423 3.3645
C9 -1.2453 2.6752 4.6463
C10 -1.8293 0.9391 2.9459
H19 0.5841 3.2853 2.9766
H20 -1.1444 1.9572 5.4610
H21 -2.2482 3.1028 4.6758
H22 -0.5246 3.4753 4.8007
H23 -1.2348 0.0372 2.7883
H24 -2.3505 1.1805 2.0170
H25 -2.5672 0.7447 3.7201

Calculated values
HOMO, Eh: -0.448
Lowest unoccupied orbital energy, eV: -2.849
Maximum force, eV/A: 0.40
Total charge: +1
Calculated total energy, eV: -25642.353
HOMO-LUMO gap, eV: 9.3

Here is what Mulliken gives for the atomic charges, in e: atom 1 (C): -0.631, atom 2 (O): -0.398, atom 3 (C): -0.660, atom 4 (C): -0.395, atom 5 (C): -0.607, atom 6 (C): -0.652, atom 7 (C): -0.379, atom 8 (P): 0.145, atom 9 (C): -0.978, atom 10 (H): 0.269, atom 11 (H): 0.285, atom 12 (H): 0.229, atom 13 (H): 0.336, atom 14 (H): 0.404, atom 15 (H): -0.013, atom 16 (H): 0.365, atom 17 (H): 0.393, atom 18 (H): 0.401, atom 19 (H): 0.360, atom 20 (H): 0.370, atom 21 (H): 0.521, atom 22 (H): 0.132, atom 23 (H): 0.163, atom 24 (H): 0.195, atom 25 (H): 0.388, atom 26 (H): 0.378, atom 27 (H): 0.381, atom 28 (C): 0.065, atom 29 (O): -0.560, atom 30 (N): 0.106, atom 31 (C): -0.931, atom 32 (C): -0.817, atom 33 (H): 0.277, atom 34 (H): 0.346, atom 35 (H): 0.344, atom 36 (H): 0.288, atom 37 (H): 0.245, atom 38 (H): 0.238, atom 39 (H): 0.399

=====

ORCA calculation (wB97M-V/def2-TZVPD) on a 2-piece molecular cluster, C3H10N3S overall in a non-equilibrium geometry.

Cartesian coordinates (Å):
C1 -1.8647 0.3203 0.2238
C2 -2.2893 -1.0606 -0.1292
C3 -0.4124 0.7697 -0.2187
N1 -2.5858 1.0988 0.8946
N2 -0.3687 1.0012 -1.4553
N3 0.5827 0.7893 0.5913
S1 3.8233 -0.4583 0.0939
H1 -1.6547 -1.6561 0.4625
H2 -3.3756 -1.1647 0.2112
H3 -2.2910 -1.3065 -1.2277
H4 -2.1587 1.9867 1.1399
H5 0.5142 1.2354 -1.7934
H6 -1.2865 1.1504 -1.9726
H7 0.5197 0.1984 1.4079
H8 1.5385 0.9638 0.1296
H9 5.1545 -0.2954 -0.0516
H10 3.8930 -0.4509 1.4061

Calculated values
HOMO, Eh: -0.493
Lowest unoccupied orbital energy, eV: -3.433
Maximum force, eV/A: 5.34
Total charge: +1
Relative energy (zero: lowest compared OMol25 entry of this formula, charge and spin), eV: 1.365
Calculated total energy, eV: -18571.508
HOMO-LUMO gap, eV: 10.0

Here is what Mulliken gives for the atomic charges, in e: atom 1 (C): 0.320, atom 2 (C): -1.035, atom 3 (C): 0.578, atom 4 (N): -0.565, atom 5 (N): -0.270, atom 6 (N): -0.281, atom 7 (S): -0.371, atom 8 (H): 0.316, atom 9 (H): 0.339, atom 10 (H): 0.334, atom 11 (H): 0.253, atom 12 (H): 0.216, atom 13 (H): 0.322, atom 14 (H): 0.302, atom 15 (H): 0.153, atom 16 (H): 0.207, atom 17 (H): 0.182

=====

ORCA calculation (wB97M-V/def2-TZVPD) on C45H38IN4P2Pt as an isolated structure in a non-equilibrium geometry.

Cartesian coordinates (Å):
Pt1 -0.7100 0.6311 -0.8708
C1 -3.4430 1.3926 0.4319
P1 -2.9437 -0.1245 -0.4139
C2 -4.2823 -0.7463 -1.4537
C3 -4.2241 -0.5703 -2.8364
C4 -5.2534 -1.0394 -3.6389
C5 -6.3376 -1.6877 -3.0647
C6 -6.4050 -1.8588 -1.6873
C7 -5.3812 -1.3932 -0.8788
C8 -2.8425 -1.3765 0.8568
C9 -3.2275 -1.1682 2.1697
C10 -3.4061 -2.2452 3.0226
C11 -3.2856 -3.5876 2.5754
C12 -2.8424 -3.8261 1.3254
C13 -2.4249 -2.7346 0.4108
C14 -2.3084 1.6911 1.3612
C15 -2.3285 2.2474 2.6104
C16 -0.9805 2.3269 3.0227
C17 -0.1978 1.8348 2.0040
C18 1.2940 1.9504 2.0585
P2 2.4040 0.5015 2.1614
C19 3.3492 0.2918 0.6604
C20 4.3537 -0.6815 0.6467
C21 5.1546 -0.8280 -0.4726
C22 4.9667 0.0003 -1.5745
C23 3.9702 0.9662 -1.5617
C24 3.1533 1.1108 -0.4494
C25 3.5307 0.6929 3.5251
C26 4.7964 1.2383 3.2867
C27 5.6558 1.4527 4.3520
C28 5.2597 1.1260 5.6413
C29 4.0005 0.5868 5.8781
C30 3.1302 0.3707 4.8250
N1 -1.0134 1.3969 0.9732
H1 -3.5399 2.1534 -0.3490
H2 -4.4107 1.3118 0.9280
H3 -3.3923 -0.0373 -3.2793
H4 -5.2135 -0.8964 -4.7103
H5 -7.1399 -2.0541 -3.6908
H6 -7.2611 -2.3480 -1.2428
H7 -5.4506 -1.5188 0.1956
H8 -3.4603 -0.1727 2.5200
H9 -3.7371 -2.0594 4.0380
H10 -3.5671 -4.4003 3.2306
H11 -2.7835 -4.8426 0.9590
H12 -2.8983 -2.9235 -0.5661
H13 -3.2010 2.5915 3.1422
H14 -0.6087 2.7528 3.9418
H15 1.7157 2.5698 1.2591
H16 1.5059 2.4686 2.9955
H17 4.5177 -1.3090 1.5147
H18 5.9392 -1.5725 -0.4782
H19 5.6116 -0.0988 -2.4379
H20 3.8415 1.6215 -2.4145
H21 2.3939 1.8829 -0.4408
H22 5.1104 1.4984 2.2844
H23 6.6381 1.8679 4.1741
H24 5.9356 1.2937 6.4690
H25 3.7023 0.3257 6.8840
H26 2.1502 -0.0468 5.0186
C31 0.9145 4.6633 -1.1290
C32 1.6454 4.5649 -2.3021
C33 1.4913 3.4424 -3.1053
C34 0.6337 2.4407 -2.6943
N2 -0.0069 2.5066 -1.5056
C35 0.1050 3.6063 -0.7511
C36 0.2950 1.2492 -3.5065
C37 0.5153 1.1745 -4.8700
C38 0.0926 0.0539 -5.5687
C39 -0.5445 -0.9674 -4.8823
C40 -0.7334 -0.8347 -3.5209
N3 -0.3286 0.2489 -2.8443
H27 0.9683 5.5442 -0.5052
H28 2.3123 5.3617 -2.6032
H29 2.0295 3.3576 -4.0388
H30 -0.4801 3.6324 0.1574
H31 0.9970 1.9913 -5.3880
H32 0.2574 -0.0163 -6.6354
H33 -0.9040 -1.8500 -5.3919
H34 -1.2113 -1.6080 -2.9378
I1 1.0625 -1.4296 2.5403
C41 -0.8790 -2.8590 0.0957
C42 -0.2381 -4.0541 0.4032
C43 1.0595 -4.2638 -0.0309
C44 1.6823 -3.2704 -0.7641
C45 0.9901 -2.0954 -0.9798
N4 -0.2589 -1.8786 -0.5420
H35 -0.7368 -4.8250 0.9689
H36 1.5623 -5.1964 0.1881
H37 2.6775 -3.3974 -1.1654
H38 1.4505 -1.2912 -1.5324

Calculated values
HOMO, Eh: -0.550
Lowest unoccupied orbital energy, eV: -9.709
Maximum force, eV/A: 1.51
Total charge: +3
Relative energy (zero: lowest compared OMol25 entry of this formula, charge and spin), eV: 0.000
Calculated total energy, eV: -83144.402
HOMO-LUMO gap, eV: 5.3

Here is what Mulliken gives for the atomic charges, in e: atom 1 (Pt): 0.700, atom 2 (C): -1.453, atom 3 (P): 0.547, atom 4 (C): 0.541, atom 5 (C): -0.298, atom 6 (C): -0.845, atom 7 (C): -0.628, atom 8 (C): -0.826, atom 9 (C): -0.280, atom 10 (C): 0.247, atom 11 (C): -0.351, atom 12 (C): -0.742, atom 13 (C): -0.993, atom 14 (C): -1.037, atom 15 (C): 0.898, atom 16 (C): 0.499, atom 17 (C): -1.554, atom 18 (C): -0.895, atom 19 (C): -0.398, atom 20 (C): -1.607, atom 21 (P): 1.172, atom 22 (C): 0.830, atom 23 (C): -0.784, atom 24 (C): -0.853, atom 25 (C): -0.730, atom 26 (C): -0.385, atom 27 (C): 0.359, atom 28 (C): 0.591, atom 29 (C): -0.441, atom 30 (C): -0.775, atom 31 (C): -0.504, atom 32 (C): -0.806, atom 33 (C): -0.436, atom 34 (N): 2.483, atom 35 (H): 0.409, atom 36 (H): 0.538, atom 37 (H): 0.413, atom 38 (H): 0.467, atom 39 (H): 0.431, atom 40 (H): 0.454, atom 41 (H): 0.451, atom 42 (H): 0.351, atom 43 (H): 0.558, atom 44 (H): 0.556, atom 45 (H): 0.862, atom 46 (H): 0.335, atom 47 (H): 0.635, atom 48 (H): 0.624, atom 49 (H): 0.578, atom 50 (H): 0.716, atom 51 (H): 0.493, atom 52 (H): 0.481, atom 53 (H): 0.456, atom 54 (H): 0.515, atom 55 (H): -0.499, atom 56 (H): 0.438, atom 57 (H): 0.442, atom 58 (H): 0.429, atom 59 (H): 0.433, atom 60 (H): 0.349, atom 61 (C): -0.990, atom 62 (C): -0.789, atom 63 (C): -0.793, atom 64 (C): 0.643, atom 65 (N): 0.230, atom 66 (C): -0.042, atom 67 (C): 0.777, atom 68 (C): -0.767, atom 69 (C): -0.889, atom 70 (C): -0.993, atom 71 (C): -0.027, atom 72 (N): 0.488, atom 73 (H): 0.515, atom 74 (H): 0.499, atom 75 (H): 0.428, atom 76 (H): 0.555, atom 77 (H): 0.465, atom 78 (H): 0.477, atom 79 (H): 0.541, atom 80 (H): 0.385, atom 81 (I): 0.163, atom 82 (C): -0.274, atom 83 (C): -0.762, atom 84 (C): -1.108, atom 85 (C): -0.880, atom 86 (C): -0.356, atom 87 (N): 0.419, atom 88 (H): 0.567, atom 89 (H): 0.473, atom 90 (H): 0.549, atom 91 (H): 0.332

=====

- What is the calculated total energy in the third record?
  -18571.508 eV

=====

- Look up the maximum force of the third one.
  5.34 eV/A